1.
Density functional theory data (the ωB97M-V functional and the def2-TZVPD basis) for a cluster of 4 separate species, C12H17NO14S3 in total at a distorted geometry.

Its SMILES is O=[N+]([O-])c1ccccc1.O=S1(=O)OCCO1.O=S1(=O)OCCO1.O=S1(=O)OCCO1. The total charge is 0. As for the frontier orbital gap: 9.5 eV.

Last column: Löwdin charge in e.
Atoms and positions in Å:
C 0.883803 3.860672 4.034366  -0.296
C 0.400774 2.461052 3.644191  -0.171
O 1.500210 1.920741 2.929163  -0.218
S 2.882494 2.330928 3.701292  0.769
O 3.991795 2.453710 2.703761  -0.237
O 2.988437 1.511901 4.864137  -0.220
O 2.177051 3.833968 4.020466  -0.154
H 0.396125 4.231891 4.935735  0.137
H 0.531515 4.605497 3.320759  0.131
H -0.542068 2.396646 3.101040  0.132
H 0.165955 1.852305 4.517340  0.127
C -3.297762 -2.885562 -4.441961  -0.161
C -2.739731 -4.182956 -5.124063  -0.173
O -1.603018 -4.553718 -4.373965  -0.234
S -1.714919 -4.131137 -2.723773  0.823
O -0.431786 -3.680662 -2.163664  -0.251
O -2.558168 -5.119747 -1.981365  -0.274
O -2.721532 -2.810807 -3.134463  -0.235
H -4.340642 -3.123683 -4.232693  0.118
H -3.262053 -1.960668 -5.017628  0.126
H -2.346967 -4.150175 -6.140309  0.134
H -3.454384 -4.994466 -4.986906  0.122
C 2.537616 -1.282706 3.110391  -0.272
C 2.666691 -2.754912 3.133044  -0.202
O 1.522055 -3.270917 2.543410  -0.179
S 0.796677 -2.147781 1.559711  0.740
O -0.456496 -1.689068 2.190261  -0.259
O 0.793015 -2.609875 0.194863  -0.221
O 1.961356 -1.052886 1.914657  -0.189
H 3.491092 -0.756660 3.062926  0.145
H 1.987325 -0.898072 3.969065  0.131
H 2.909490 -3.221831 4.087581  0.150
H 3.394930 -2.882782 2.332155  0.137
C -0.430081 1.368824 -0.186764  -0.069
C -0.651685 0.699371 -1.326173  -0.073
C -0.885976 1.359517 -2.522167  0.025
C -0.714449 2.791100 -2.623330  -0.102
C -0.475961 3.454220 -1.377838  0.002
C -0.313176 2.757519 -0.199777  -0.062
N -0.789395 3.525825 -3.868307  -0.384
O -0.666277 2.877583 -4.895005  0.061
O -0.851345 4.709052 -3.953422  0.096
H -0.206154 0.907308 0.763630  0.095
H -1.005895 -0.320848 -1.335505  0.115
H -1.297123 0.818371 -3.361515  0.112
H -0.154720 4.485326 -1.382504  0.114
H -0.066647 3.268589 0.719154  0.094

Forces on atoms 1 to 3 (eV/Å):
-5.8 0.4 -0.7
-0.8 -0.3 0.9
1.0 -0.7 -0.4

---

2.
Density functional theory data (the ωB97M-V functional and the def2-TZVPD basis) for the molecule C12H17NO5 at a distorted geometry.

Its SMILES is CCOC(=O)c1cc([C@@H]2NC[C@@H](O)[C@H]2O)oc1C. The total charge is 0. For the energy above the lowest of the compared OMol25 structures with the same formula, charge and spin, the calculation gives 23.0 kcal per mole. As for the frontier orbital gap: 9.4 eV.

Last column: Löwdin charge in e.
Atoms and positions in Å:
O -2.399897 2.739105 0.000294  0.097
O 1.082160 -0.163843 -0.377560  0.068
O -0.999753 3.420808 -1.677875  -0.027
O 0.963065 -3.795893 0.160575  -0.019
O 2.084323 -4.670456 2.321417  -0.044
C -1.402080 2.582693 -0.682627  -0.423
C -0.855565 0.325576 0.612990  0.062
C -0.587303 1.361461 -0.389162  -0.053
C 0.602816 0.976522 -0.971164  -0.226
C 0.160373 -0.597585 0.566922  -0.172
N 0.482412 -1.507500 2.851134  0.013
C 1.441519 1.544735 -2.073035  0.008
C -3.004636 3.316149 -3.090218  -0.077
C -2.086798 4.220263 -2.291888  -0.184
C 1.094719 -2.699155 3.383226  -0.171
C 1.434325 -2.715882 0.955515  -0.273
C 0.270045 -1.833214 1.421604  -0.210
C 2.019108 -3.228066 2.301465  -0.287
H 1.670830 -4.475159 0.115770  0.111
H 1.227607 -5.059400 2.090549  0.094
H -1.780264 0.275390 1.216187  0.138
H 1.124262 -0.749546 2.894937  0.104
H 1.527137 0.793584 -2.868310  0.093
H 0.991841 2.439390 -2.521802  0.076
H 2.413495 1.864030 -1.670205  0.093
H -2.440931 2.728983 -3.789011  0.072
H -3.575080 2.633953 -2.475303  0.075
H -3.709963 3.897814 -3.682353  0.080
H -2.674485 4.772116 -1.512355  0.128
H -1.614788 4.978341 -2.958101  0.127
H 1.598986 -2.486813 4.333976  0.130
H 0.301349 -3.447239 3.519307  0.130
H 2.238924 -2.167510 0.458491  0.147
H -0.616786 -2.470740 1.323692  0.165
H 3.019036 -2.802914 2.502921  0.156

Forces on atoms 1 to 3 (eV/Å):
0.5 0.5 -1.0
-0.4 -0.3 0.0
-0.8 -0.1 0.0

---

3.
Density functional theory data (the ωB97M-V functional and the def2-TZVPD basis) for the molecule C12H17NO6S at a distorted geometry.

Its SMILES is COC(=O)CN(c1ccc(OC)c(OC)c1)S(C)(=O)=O. The total charge is 0. For the energy above the lowest of the compared OMol25 structures with the same formula, charge and spin, the calculation gives 75.0 kcal per mole. As for the frontier orbital gap: 8.7 eV.

Last column: Löwdin charge in e.
Atoms and positions in Å:
C 4.434733 -2.813715 -2.518133  -0.029
H 5.128173 -1.987717 -2.687446  0.096
H 4.531164 -3.567607 -3.294899  0.095
H 4.622047 -3.247719 -1.534844  0.102
O 3.089736 -2.350392 -2.575937  -0.026
C 2.809213 -1.274602 -1.859658  -0.543
O 3.628301 -0.590731 -1.298873  0.087
C 1.328874 -0.931934 -1.942133  -0.083
N 0.850317 -0.530095 -0.639792  -0.149
C -0.365775 0.156381 -0.529889  -0.243
C -1.236751 0.327262 -1.604131  -0.018
C -2.400315 1.047179 -1.438447  0.008
C -2.779799 1.588431 -0.209848  -0.202
C -1.922695 1.386326 0.880901  -0.189
C -0.723395 0.709726 0.690050  0.035
H -0.071535 0.593019 1.537510  0.094
O -2.211500 1.894131 2.133600  -0.125
C -2.275671 0.947165 3.183593  -0.060
H -2.245651 1.520065 4.109033  0.095
H -3.215875 0.384959 3.134807  0.096
H -1.446838 0.237322 3.159595  0.083
O -3.959508 2.265863 -0.232857  -0.068
C -4.506948 2.802370 0.950831  -0.070
H -3.825653 3.508985 1.428101  0.095
H -4.770992 2.017596 1.664749  0.093
H -5.413202 3.319212 0.635164  0.094
H -3.072340 1.193000 -2.269281  0.122
H -1.021294 -0.096472 -2.570767  0.105
S 1.427770 -1.447819 0.651348  0.667
O 0.362435 -1.748455 1.560207  -0.280
O 2.143799 -2.552826 0.080561  -0.259
C 2.607051 -0.362460 1.480342  -0.092
H 2.992400 -0.903796 2.335449  0.073
H 2.100741 0.540650 1.791359  0.060
H 3.392426 -0.146000 0.767718  0.048
H 1.224471 -0.085625 -2.629268  0.147
H 0.792089 -1.801676 -2.338713  0.143

Forces on atoms 1 to 3 (eV/Å):
0.3 0.1 0.1
0.0 -0.1 0.0
0.0 0.0 0.1

---

4.
Density functional theory data (the ωB97M-V functional and the def2-TZVPD basis) for the molecule C12H17NOS2.

Its SMILES is CCNC(=S)SCCOc1ccc(C)cc1. The total charge is 0. For the energy above the lowest of the compared OMol25 structures with the same formula, charge and spin, the calculation gives 0.0 kcal per mole. As for the frontier orbital gap: 8.7 eV.

Last column: Löwdin charge in e.
Atoms and positions in Å:
C 2.214996 -0.241463 3.705685  -0.082
H 1.920218 0.145034 4.676902  0.072
H 2.798393 0.517401 3.190632  0.067
H 2.836863 -1.121943 3.852106  0.071
C 0.975138 -0.587227 2.886166  -0.279
N 1.319131 -1.110149 1.584940  -0.098
C 1.473875 -0.355917 0.494954  -1.098
S 1.187087 1.254274 0.433026  0.711
S 2.075539 -1.310635 -0.887227  0.921
C 1.475434 -0.324412 -2.288960  -0.446
H 1.247092 0.661704 -1.873475  0.001
C 0.246356 -0.991285 -2.909131  -0.267
O -0.709617 -1.369702 -1.952020  -0.085
C -1.337702 -0.401034 -1.208534  -0.301
C -1.864652 -0.822305 0.009203  -0.016
C -2.509597 0.072681 0.838037  -0.048
C -2.649648 1.406523 0.477704  -0.296
C -2.139113 1.811218 -0.747529  -0.059
C -1.489451 0.926180 -1.588225  -0.048
H -1.099683 1.285499 -2.528645  0.112
H -2.238249 2.843884 -1.049421  0.116
C -3.310043 2.395351 1.389973  -0.054
H -2.559490 3.046869 1.838090  0.081
H -4.008007 3.022189 0.838037  0.078
H -3.847025 1.890111 2.189017  0.072
H -2.900198 -0.270274 1.785835  0.111
H -1.746973 -1.858126 0.288859  0.121
H 0.536800 -1.932566 -3.384526  0.124
H -0.177739 -0.329329 -3.676498  0.121
H 2.279761 -0.247236 -3.017919  0.080
H 1.600903 -2.078812 1.525177  0.123
H 0.369045 0.307964 2.728325  0.077
H 0.372653 -1.338888 3.401584  0.117

Forces on atoms 1 to 3 (eV/Å):
-0.2 0.0 -0.2
0.0 0.0 0.1
0.1 0.1 0.0

---

no.,lowest unoccupied orbital energy (eV),energy (eV)
1,-0.5,-75371.3634
2,0.7,-24446.3432
3,0.7,-37328.4512
4,0.6,-37927.9781